[1]
ORCA calculation (the ωB97M-V functional and the def2-TZVPD basis) on C36H37CuNP2 as an isolated structure.

Geometry as XYZ:
```
77
Properties=species:S:1:pos:R:3:forces:R:3:lowdin_charge:R:1
Cu -1.64754 1.24539 -0.71364 1.2 -1.0 1.5 0.52
C 2.20178 0.39661 -0.32872 -1.7 -0.3 -1.0 -0.16
C 1.62018 0.24334 -1.53489 0.9 0.8 0.3 -0.15
C 1.81649 -0.94770 -2.42409 -0.5 -1.1 -0.1 -0.20
C 0.83091 -2.18868 -2.36772 0.3 -0.4 -0.5 -0.17
C 0.53664 -2.92994 -1.03788 -0.6 1.0 0.2 -0.11
C 1.20940 -2.77318 0.11648 -0.3 0.5 -0.1 -0.12
C 2.61332 -2.22529 0.22473 0.7 1.0 -0.2 -0.18
C 2.85940 -0.66636 0.47395 0.5 -0.8 0.6 -0.18
C -2.87441 -0.19321 -0.19131 -1.0 0.0 0.0 -0.14
H 2.23438 1.38834 0.10093 -0.1 0.0 0.2 0.10
H 1.32807 1.14011 -2.11015 -0.2 -0.2 0.7 0.09
H 2.83633 -1.30266 -2.22316 -0.3 0.0 -0.6 0.10
H 1.74473 -0.54821 -3.45758 0.3 -0.5 0.4 0.10
H -0.12299 -1.84794 -2.86257 0.6 -0.5 0.8 0.09
H 1.24038 -2.96078 -3.06931 -0.2 0.6 0.2 0.11
H -0.41587 -3.51358 -1.05525 0.7 0.7 0.2 0.10
H 0.77693 -2.99840 1.10653 0.0 -0.5 -0.8 0.11
H 3.16147 -2.48329 -0.70190 -0.2 -0.2 0.7 0.10
H 3.09303 -2.74441 1.09302 -0.2 0.4 -0.8 0.11
H 2.76076 -0.49431 1.57473 0.0 0.2 -1.0 0.11
H 3.90030 -0.42778 0.17975 0.2 -0.6 0.7 0.12
H -3.39604 0.44053 0.53924 -0.1 -0.2 -0.1 0.00
H -2.49968 -1.09348 0.31174 0.3 0.5 -0.4 0.01
H -3.49488 -0.39920 -1.07275 0.2 -0.1 0.1 0.00
P -3.60993 -0.99202 -8.67370 0.2 0.4 0.5 0.99
P -4.91113 -3.52912 -7.48623 -0.4 -0.4 0.2 0.99
C -2.88394 -2.60557 -9.05035 -0.3 -1.2 0.7 -0.34
C -3.55644 -3.72316 -8.67727 0.5 1.1 -0.5 -0.35
C -3.45579 -0.21797 -10.34164 0.3 0.0 -0.2 -0.40
C -2.56326 -0.57516 -11.37603 -0.3 0.5 0.2 -0.09
C -2.54537 0.16467 -12.56809 0.1 -0.2 0.2 -0.09
C -3.39003 1.26689 -12.73792 -0.1 -0.2 0.2 -0.09
C -4.32419 1.56008 -11.73920 -0.1 0.3 -0.3 -0.09
C -4.38426 0.80502 -10.57267 0.5 0.0 -0.1 -0.13
C -2.22998 -0.27124 -7.64100 0.6 0.2 -0.2 -0.35
C -1.97804 -0.73806 -6.32236 0.1 0.3 -0.5 -0.09
C -0.88819 -0.23568 -5.59501 -0.1 0.1 -0.6 -0.09
C -0.03218 0.70723 -6.18566 -0.3 0.1 -0.2 -0.10
C -0.30734 1.22309 -7.46220 -0.2 -0.3 0.1 -0.09
C -1.39788 0.72504 -8.18863 0.1 -0.2 0.3 -0.10
C -6.02306 -4.69488 -8.39386 -0.1 -0.6 0.3 -0.38
C -6.52067 -4.35978 -9.66581 0.2 -0.2 0.4 -0.11
C -7.14928 -5.32970 -10.44268 -0.1 0.0 -0.2 -0.09
C -7.30381 -6.63476 -9.96745 0.2 0.0 0.2 -0.09
C -6.88298 -6.94280 -8.67001 -0.1 0.0 -0.1 -0.09
C -6.25306 -5.97842 -7.88531 -0.1 0.1 -0.4 -0.09
C -4.29696 -4.55550 -6.04147 0.3 -0.2 -0.1 -0.39
C -5.07571 -4.45120 -4.87285 0.2 -0.2 -0.1 -0.13
C -4.83196 -5.27938 -3.76896 0.1 0.0 -0.3 -0.09
C -3.77172 -6.19406 -3.81463 -0.2 0.0 -0.1 -0.10
C -2.92852 -6.24948 -4.93114 -0.1 0.4 -0.4 -0.09
C -3.16935 -5.41950 -6.04485 -0.7 0.2 0.3 -0.08
H -1.91405 -2.61381 -9.54652 -0.3 -0.3 -0.4 0.07
H -3.40649 -4.72084 -9.10319 0.6 0.2 0.3 0.09
H -1.87873 -1.41757 -11.24052 -0.2 0.4 -0.1 0.09
H -1.86032 -0.12321 -13.37087 -0.2 0.1 0.3 0.10
H -3.33707 1.86824 -13.65686 -0.1 -0.3 0.5 0.11
H -5.02040 2.39295 -11.87570 0.2 -0.3 0.0 0.10
H -5.13136 1.00713 -9.80712 0.1 0.1 -0.2 0.09
H -2.60327 -1.51941 -5.87808 0.1 0.3 -0.2 0.10
H -0.70049 -0.58015 -4.57279 0.0 0.0 -0.5 0.08
H 0.85832 1.03924 -5.65679 -0.2 0.0 0.0 0.09
H 0.32285 2.00472 -7.91226 -0.2 -0.5 0.3 0.11
H -1.58195 1.07173 -9.21371 0.1 0.0 0.5 0.10
H -6.37414 -3.35388 -10.05981 0.0 -0.2 0.1 0.10
H -7.50933 -5.06943 -11.44342 0.2 -0.1 0.4 0.10
H -7.71082 -7.41830 -10.61559 0.0 0.4 0.3 0.10
H -7.01737 -7.94647 -8.26441 0.0 0.2 -0.2 0.10
H -5.88083 -6.21862 -6.89295 -0.1 -0.1 -0.2 0.09
H -5.89563 -3.72456 -4.85068 0.2 -0.3 0.0 0.10
H -5.48752 -5.22088 -2.89169 0.4 0.0 -0.4 0.11
H -3.61894 -6.88413 -2.98113 0.0 0.3 -0.2 0.10
H -2.08852 -6.95552 -4.95589 -0.4 0.4 0.1 0.10
H -2.51211 -5.44041 -6.92554 -0.3 -0.1 0.5 0.10
N -0.12200 0.49599 2.05257 -1.6 1.1 -4.1 -0.03
C -0.55300 0.80711 0.97725 1.1 -0.4 3.2 -0.31
```
Positions in Å, forces in eV/Å.

Results
max |F|	4.56	eV/A
LUMO level (spin up / spin down)	-1.0 / -1.8	eV
gap between HOMO and LUMO (spin up / spin down)	6.77 / 5.98	eV
2S+1	2
HOMO energy (spin up / spin down)	-0.2847 / -0.2847	Eh
calculated total energy	-3771.68925	a.u.
relative energy (zero: lowest compared OMol25 entry of this formula, charge and spin)	1.147	eV
<S²>	0.757

[2]
ORCA calculation (the ωB97M-V functional and the def2-TZVPD basis) on C36H37F3O3P2SV as an isolated structure.

Geometry as XYZ:
```
83
Properties=species:S:1:pos:R:3:forces:R:3:lowdin_charge:R:1
V 0.17907 -0.17082 2.77867 0.2 -0.2 4.3 0.40
C -1.73103 0.68598 -4.82923 0.0 -0.3 0.2 -0.10
C -1.73823 -0.58482 -4.40943 0.0 0.4 -0.1 -0.12
C -0.86093 -1.74392 -4.80423 0.1 0.0 -0.1 -0.19
C 0.47087 -1.41572 -5.51463 -0.2 0.0 0.0 -0.20
C 1.38407 -0.54412 -4.68653 0.0 0.4 0.1 -0.11
C 1.39117 0.78898 -4.56833 0.0 -0.4 0.0 -0.11
C 0.51427 1.82708 -5.21823 -0.1 0.0 -0.1 -0.19
C -0.81773 1.34538 -5.83453 0.2 0.0 0.0 -0.20
C 1.58287 0.31338 4.28767 0.7 -0.4 -0.3 -0.27
H -2.46093 1.35238 -4.36923 0.1 -0.1 0.0 0.10
H -2.49003 -0.84302 -3.66243 0.1 0.1 -0.1 0.09
H -1.44113 -2.43202 -5.43913 0.1 0.1 0.1 0.11
H -0.63513 -2.31312 -3.89163 0.0 0.0 -0.1 0.10
H 0.98187 -2.36592 -5.71023 -0.1 0.1 0.0 0.11
H 0.27407 -0.97322 -6.49283 0.1 -0.1 0.1 0.10
H 2.11387 -1.08772 -4.08623 0.0 0.1 -0.1 0.10
H 2.14247 1.21108 -3.89973 -0.1 -0.1 -0.1 0.08
H 1.09457 2.35118 -5.99393 -0.1 -0.1 0.1 0.11
H 0.28867 2.59048 -4.46023 0.0 -0.1 -0.1 0.11
H -1.32883 2.22578 -6.24193 0.1 -0.1 0.1 0.11
H -0.62123 0.69128 -6.68593 -0.1 0.1 0.1 0.09
H 1.36977 1.29018 4.73237 0.0 -0.1 0.0 -0.03
H 2.60427 0.32998 3.88517 0.2 0.0 0.4 -0.04
H 1.54357 -0.44732 5.07807 0.1 0.0 0.0 -0.01
P -1.29783 -0.68662 1.13677 -1.5 -0.5 -2.0 0.95
P 1.73217 -0.15702 1.12297 1.0 0.2 -2.1 0.95
C -0.37973 -0.92872 -0.43013 0.4 0.0 0.1 -0.26
C 0.94257 -0.72152 -0.43023 -0.3 0.0 -0.1 -0.27
C -2.29653 -2.21042 1.25407 -0.1 -0.3 -0.2 -0.36
C -2.65703 -2.96452 0.12747 -0.1 -0.1 0.3 -0.10
C -3.38283 -4.14372 0.27837 0.0 0.1 0.2 -0.08
C -3.75573 -4.57682 1.55377 0.1 0.2 0.0 -0.08
C -3.40303 -3.82862 2.67697 0.0 0.1 -0.2 -0.07
C -2.67443 -2.64822 2.52917 0.0 -0.1 -0.3 -0.07
C -2.50553 0.60068 0.67307 -0.6 0.2 0.1 -0.33
C -2.11143 1.94698 0.68357 -0.2 -0.2 -0.2 -0.09
C -3.04483 2.95548 0.45407 0.0 -0.3 -0.1 -0.07
C -4.38323 2.63228 0.22327 0.2 -0.3 0.1 -0.08
C -4.78393 1.29538 0.22437 0.2 0.1 0.0 -0.08
C -3.85213 0.28298 0.44837 0.2 0.3 -0.1 -0.07
C 3.21097 -1.21102 1.24437 0.6 0.1 0.2 -0.33
C 3.12337 -2.49742 1.79387 0.2 0.2 -0.1 -0.08
C 4.27397 -3.26022 1.98797 0.0 0.2 -0.1 -0.08
C 5.52347 -2.74192 1.64557 -0.2 0.2 -0.1 -0.08
C 5.61897 -1.45572 1.11027 -0.1 -0.2 0.1 -0.07
C 4.47107 -0.69182 0.91217 -0.1 -0.4 0.1 -0.07
C 2.39277 1.47088 0.61197 0.0 0.3 0.1 -0.35
C 2.59977 2.42798 1.61397 0.0 0.0 -0.2 -0.07
C 3.04417 3.70708 1.28037 0.0 -0.2 -0.2 -0.07
C 3.28657 4.03588 -0.05393 -0.1 -0.3 0.1 -0.08
C 3.08597 3.08378 -1.05663 0.0 0.0 0.2 -0.08
C 2.63977 1.80568 -0.72703 0.0 0.1 0.2 -0.09
H -0.91573 -1.22062 -1.33293 0.2 0.1 0.0 0.06
H 1.54307 -0.83732 -1.33243 -0.2 -0.1 0.1 0.07
H -2.38103 -2.62092 -0.86613 -0.1 -0.1 0.1 0.09
H -3.66053 -4.72452 -0.59693 0.0 0.1 0.1 0.10
H -4.32493 -5.49512 1.66857 0.1 0.1 0.0 0.10
H -3.69823 -4.16072 3.66827 0.0 0.1 -0.1 0.11
H -2.39513 -2.04822 3.39157 -0.1 -0.1 0.0 0.09
H -1.07313 2.20298 0.87837 -0.1 0.0 0.0 0.10
H -2.72703 3.99458 0.45817 0.0 -0.2 0.0 0.10
H -5.11123 3.41898 0.04617 0.1 -0.1 0.0 0.10
H -5.82543 1.03878 0.05157 0.1 0.0 0.0 0.10
H -4.16963 -0.75542 0.44847 0.0 0.2 0.1 0.10
H 2.15317 -2.89852 2.07607 0.1 0.0 0.0 0.11
H 4.19447 -4.25862 2.40907 0.0 0.2 0.0 0.11
H 6.41997 -3.33602 1.79807 -0.1 0.1 0.0 0.10
H 6.59027 -1.04512 0.84917 -0.1 -0.1 0.0 0.10
H 4.54997 0.30948 0.49907 0.1 -0.2 0.1 0.10
H 2.41457 2.14828 2.64897 0.0 0.2 -0.1 0.09
H 3.20807 4.44298 2.06257 0.0 -0.1 -0.1 0.11
H 3.63747 5.03078 -0.31383 -0.1 -0.1 0.0 0.10
H 3.27907 3.33818 -2.09513 0.0 0.0 0.1 0.10
H 2.49447 1.06268 -1.50663 0.0 0.2 0.1 0.08
F -2.18033 1.44038 7.13927 1.0 1.4 -2.2 0.12
C -1.62653 2.15358 6.09267 0.5 1.9 2.4 -0.55
F -2.32133 3.33498 5.92257 1.3 -2.1 0.4 0.11
F -0.30583 2.43268 6.38467 -2.4 -0.4 -0.4 0.11
S -1.71933 1.16518 4.57137 -2.8 -7.1 -8.3 0.82
O -1.42323 -0.30662 4.89077 1.3 3.6 0.2 -0.38
O -3.14593 1.05958 4.01047 3.7 2.6 2.4 -0.32
O -0.70783 1.53138 3.22627 -3.2 1.2 4.7 -0.52
```
Positions in Å, forces in eV/Å.

Results
max |F|	11.25	eV/A
LUMO level (spin up / spin down)	0.1 / 0.0	eV
gap between HOMO and LUMO (spin up / spin down)	7.57 / 7.81	eV
2S+1	4
HOMO energy (spin up / spin down)	-0.2758 / -0.2852	Eh
calculated total energy	-3944.04476	a.u.
<S²>	3.765

[3]
ORCA calculation (the ωB97M-V functional and the def2-TZVPD basis) on C36H37F3P2Sr as an isolated structure.

Geometry as XYZ:
```
79
Properties=species:S:1:pos:R:3:forces:R:3:lowdin_charge:R:1
Sr -0.10264 1.10610 -2.56145 -1.1 -3.1 -0.1 1.43
C 1.77632 2.62809 -2.22232 1.2 0.3 1.0 -0.29
C 1.55163 2.53597 -0.88238 2.1 1.7 -0.1 -0.18
C 0.94867 3.68167 -0.11914 -0.5 0.4 0.5 -0.19
C -0.43694 4.10819 -0.65933 0.2 0.4 0.7 -0.19
C -1.19642 3.01917 -1.39919 0.3 0.8 2.4 -0.34
C -1.43878 3.12589 -2.73756 -0.9 0.3 -2.1 -0.37
C -0.31654 3.43359 -3.72045 -0.1 0.8 -0.4 -0.28
C 1.14852 3.64268 -3.15615 0.2 0.2 -1.0 -0.19
C -1.24390 -2.86267 0.98927 -0.5 -0.6 0.4 -0.19
H 2.64329 2.09100 -2.64477 -0.6 -0.3 0.2 0.12
H 2.22169 1.93019 -0.26008 -0.3 -0.3 -0.5 0.11
H 1.62945 4.56218 -0.18917 -0.1 -0.6 -0.1 0.13
H 0.92122 3.45310 0.96821 -0.2 -0.1 -0.7 0.10
H -1.00672 4.42795 0.23495 -0.1 -0.1 -0.5 0.11
H -0.34321 5.02939 -1.27471 -0.1 -0.7 0.2 0.11
H -1.68293 2.30183 -0.71120 -0.4 0.5 -0.6 0.07
H -2.39430 2.85882 -3.21731 0.3 -0.1 0.2 0.09
H -0.52449 4.27271 -4.40927 0.1 0.0 0.5 0.12
H -0.28942 2.63395 -4.52573 0.3 -0.1 0.4 0.08
H 1.77193 3.57650 -4.06365 -0.2 0.4 0.3 0.11
H 1.31085 4.65553 -2.74046 -0.5 -0.4 -0.2 0.13
H -0.63964 -3.19653 0.14003 0.2 0.1 0.3 0.05
H -1.88698 -3.67572 1.34621 0.1 0.0 -0.2 0.07
H -0.60182 -2.55423 1.82185 0.1 -0.2 -0.3 0.03
P 1.53197 -1.07671 1.30789 -0.7 0.3 -0.2 1.05
P -2.22718 -1.44346 0.56556 2.2 1.7 0.2 0.92
C 0.13992 0.14607 1.08496 3.2 1.2 -0.2 -0.36
C -1.20365 -0.01784 0.81708 -2.4 -0.2 -0.4 -0.36
C 2.40686 -0.40945 2.75843 0.2 0.4 0.1 -0.39
C 2.50589 0.94432 3.12653 0.3 -0.7 0.3 -0.10
C 3.20252 1.27833 4.28737 0.1 -0.3 0.0 -0.09
C 3.77596 0.26413 5.07216 -0.2 0.1 -0.3 -0.10
C 3.67867 -1.08129 4.69761 0.4 0.3 0.4 -0.09
C 3.00637 -1.41334 3.54209 -0.4 0.2 -0.6 -0.10
C 2.86411 -0.85062 -0.01651 -0.5 2.6 0.6 -0.33
C 2.45321 -0.69420 -1.35099 -0.5 -0.4 0.3 -0.17
C 3.25949 -1.12095 -2.39533 0.5 1.0 0.2 -0.09
C 4.63530 -1.12321 -2.13307 0.0 -0.3 0.1 -0.10
C 5.11467 -0.73803 -0.87232 -0.2 -0.3 -0.1 -0.09
C 4.23315 -0.58829 0.21149 -0.1 -0.9 -0.4 -0.07
C -3.71185 -1.31250 1.52439 -1.2 -0.2 0.5 -0.31
C -3.58770 -1.27577 2.92398 0.0 0.0 -0.3 -0.07
C -4.71970 -1.18924 3.72695 0.2 -0.1 0.2 -0.07
C -5.99483 -1.15134 3.16087 0.3 0.1 -0.3 -0.07
C -6.12080 -1.19268 1.77151 -0.3 0.0 0.1 -0.08
C -4.99452 -1.28474 0.95312 0.2 0.0 0.1 -0.07
C -2.62943 -1.51786 -1.18806 -0.8 -0.4 -0.6 -0.31
C -2.52576 -2.72443 -1.90404 0.4 -0.2 0.2 -0.07
C -2.44878 -2.69486 -3.29908 -0.9 0.3 -0.5 -0.06
C -2.66945 -1.48478 -3.99617 0.3 -0.7 0.1 -0.08
C -3.01121 -0.32891 -3.27486 -0.2 0.3 -0.1 -0.14
C -2.98355 -0.34213 -1.88328 -0.3 -0.5 -0.1 -0.14
H 0.46999 1.20026 1.29306 -0.8 -0.9 -0.2 0.03
H -1.80662 0.91743 0.80010 0.3 -0.7 0.1 0.06
H 2.06413 1.72440 2.50638 0.1 -0.2 0.2 0.08
H 3.31770 2.32957 4.56013 0.0 -0.3 0.1 0.10
H 4.30558 0.52843 5.97701 0.0 0.0 0.0 0.09
H 4.15845 -1.87310 5.28278 -0.2 0.4 -0.1 0.11
H 2.92138 -2.44929 3.19969 0.0 0.3 0.2 0.09
H 1.60250 0.01047 -1.48056 -0.1 -1.8 0.2 0.00
H 2.83039 -1.33696 -3.37524 0.4 0.4 0.0 0.10
H 5.32334 -1.35267 -2.93804 0.1 -0.1 0.1 0.10
H 6.18920 -0.66215 -0.70645 -0.3 0.2 -0.1 0.10
H 4.61772 -0.25439 1.18352 -0.3 -0.6 -0.2 0.11
H -2.58487 -1.33447 3.35141 -0.3 0.1 0.1 0.12
H -4.59222 -1.16400 4.81080 -0.1 0.0 -0.3 0.11
H -6.87285 -1.07929 3.80261 0.2 0.0 -0.2 0.11
H -7.11734 -1.16070 1.32415 0.4 0.0 0.1 0.11
H -5.11089 -1.35660 -0.13032 0.0 0.1 0.3 0.10
H -2.51784 -3.69855 -1.36460 0.3 0.9 -0.5 0.13
H -2.40553 -3.64382 -3.85010 0.3 0.5 0.2 0.12
H -2.66120 -1.47573 -5.09720 0.0 0.0 0.6 0.11
H -3.38014 0.57288 -3.79412 0.3 -0.6 0.2 0.11
H -3.40437 0.48863 -1.32181 0.5 0.2 0.0 0.12
F 2.19204 -4.56181 1.92479 0.6 -1.5 0.9 -0.05
C 2.03765 -3.97854 0.70409 -1.5 4.3 0.1 -0.64
F 3.30057 -3.91211 0.16472 1.1 -1.1 -0.4 -0.06
F 1.32472 -4.83949 -0.05125 -0.2 -2.3 -1.0 -0.05
```
Positions in Å, forces in eV/Å.

Results
max |F|	4.55	eV/A
LUMO level (spin up / spin down)	-0.9 / -0.6	eV
gap between HOMO and LUMO (spin up / spin down)	3.17 / 3.42	eV
HOMO energy (spin up / spin down)	-0.1502 / -0.1488	Eh
calculated total energy	-2406.60171	a.u.
relative energy (zero: lowest compared OMol25 entry of this formula, charge and spin)	5.692	eV

> Which of these has the lowest max |F|?

C36H37F3P2Sr

> The lowest max |F| belongs to which entry?

C36H37F3P2Sr